This record from the Open Molecules 2025 dataset describes an isolated ion of composition C3H8NO and charge +1 at a distorted geometry. The level of theory is the ωB97M-V functional and the def2-TZVPD basis.

E_LUMO: -3.8 eV
F_max: 1.19 eV/A
frontier orbital gap: 11.52 eV
SMILES: C[NH2+]CC=O
highest occupied orbital energy: -15.3 eV
net charge: +1

Each line ends with the Löwdin charge.
Cartesian coordinates (Å):
C: -1.060 -1.068 0.256  0.012
N: 0.345 -0.619 0.444  0.008
C: 0.514 0.868 0.337  -0.061
C: 0.550 1.211 -1.155  -0.187
O: 0.670 0.320 -1.950  0.095
H: -1.475 -0.747 -0.696  0.112
H: -1.662 -0.648 1.047  0.105
H: -1.161 -2.145 0.379  0.116
H: 0.924 -1.098 -0.245  0.176
H: 0.599 -0.835 1.405  0.183
H: 1.510 1.086 0.724  0.148
H: -0.250 1.401 0.899  0.145
H: 0.494 2.274 -1.446  0.148

This record from the Open Molecules 2025 dataset describes a 3-piece molecular cluster, C3H9O5 overall at a distorted geometry. The level of theory is the ωB97M-V functional and the def2-TZVPD basis.

E_LUMO: 3.9 eV
F_max: 3.01 eV/A
frontier orbital gap: 9.41 eV
highest occupied orbital energy: -5.5 eV
net charge: -1

Each line ends with the Löwdin charge.
Cartesian coordinates (Å):
O: 0.568 -1.403 0.547  -0.060
C: 0.121 -0.640 -0.343  -0.660
O: -1.063 -0.283 -0.564  -0.046
C: 1.212 -0.059 -1.250  -0.102
C: 0.793 0.905 -2.369  -0.281
O: -0.189 1.807 -1.892  -0.130
H: 1.769 -0.909 -1.593  0.093
H: 1.981 0.436 -0.589  0.129
H: 1.531 1.467 -2.890  0.086
H: 0.209 0.408 -3.193  0.114
H: -0.772 1.197 -1.372  0.039
H: -2.228 1.695 1.409  0.026
H: -1.297 0.408 1.734  0.007
O: -1.551 1.306 1.970  -0.073
H: -0.320 -2.251 3.029  0.013
H: 0.540 -1.313 2.159  -0.026
O: 0.442 -1.662 3.085  -0.129